one) A molecular structure, C35H44N3O5S2SiTa. Source: OMol25; level of theory: ωB97M-V with the def2-TZVPD basis set.

## Properties
E_HOMO (eV): -7.47
LUMO (Ha): -0.083

```
91
C35H44N3O5S2SiTa | OMol25 | ωB97M-V with the def2-TZVPD basis set
Ta -0.771 0.489 0.200
S 2.242 2.371 3.763
S 0.724 0.344 2.346
Si -0.760 -2.352 0.289
O -7.341 4.121 -0.532
O -8.256 2.128 0.112
O -0.058 0.462 -1.448
O -2.012 0.931 1.497
O -1.956 3.152 1.320
N -3.502 0.956 -0.615
N 2.134 2.276 1.115
N 1.642 1.794 -0.043
C 2.758 1.476 -3.477
C 0.188 0.521 -3.811
C 6.022 5.050 0.907
C 2.478 1.598 -1.005
C -5.755 1.221 -1.350
C -1.365 -2.856 -1.500
C 6.244 4.339 2.077
C 2.273 1.236 -4.749
C 1.362 -3.140 2.136
C -1.890 -4.298 -1.532
C -2.059 -2.801 1.670
C 3.956 1.744 -0.789
C 1.971 1.270 -2.343
C -7.379 2.917 -0.261
C 3.671 5.116 1.406
C -5.982 2.218 -0.407
C 2.095 -2.266 -0.081
C 0.682 0.757 -2.534
C -3.740 1.908 0.304
C 4.731 5.437 0.574
C -4.501 0.643 -1.440
C -0.221 -2.735 -2.516
C -2.494 -1.927 -1.976
C 3.888 4.414 2.587
C 1.022 -3.103 0.639
C 1.740 1.763 2.206
C 0.974 0.774 -4.918
C 5.183 4.029 2.915
C 1.114 -4.551 0.134
C -4.931 2.586 0.429
C -3.474 -2.392 1.228
C -2.532 2.108 1.138
C -2.058 -4.315 1.933
C 2.745 4.127 3.519
C -1.762 -2.081 2.994
H 3.087 -2.621 0.219
H 1.014 -4.620 -0.948
H 2.664 5.417 1.145
H 0.551 -3.488 -2.361
H -1.158 -5.012 -1.156
H 2.371 -3.545 2.260
H 4.191 1.593 0.261
H -1.894 -1.006 2.907
H -2.276 -4.883 1.027
H 0.360 -5.195 0.594
H -6.549 0.895 -2.008
H -2.807 -4.404 -0.951
H -2.830 -4.553 2.670
H 3.015 4.403 4.538
H 2.098 -4.951 0.397
H -0.617 -2.881 -3.526
H 1.847 4.672 3.235
H -1.104 -4.658 2.333
H 4.546 5.988 -0.340
H -4.281 -0.107 -2.192
H 4.269 2.757 -1.051
H 0.680 -3.789 2.685
H -2.813 -2.237 -2.977
H 4.508 1.030 -1.396
H -0.821 0.142 -3.914
H -5.047 3.374 1.161
H -2.463 -2.434 3.756
H 7.247 4.030 2.344
H 2.907 1.416 -5.607
H 0.572 0.610 -5.908
H 1.348 -2.152 2.585
H 2.022 -2.362 -1.165
H 6.854 5.319 0.269
H 3.765 1.852 -3.360
H -2.124 -4.569 -2.567
H -2.157 -0.888 -2.038
H 2.026 -1.208 0.181
H -3.832 -3.010 0.404
H -4.167 -2.537 2.061
H -3.528 -1.341 0.934
H 5.359 3.487 3.837
H -3.365 -1.966 -1.326
H -0.754 -2.269 3.362
H 0.249 -1.755 -2.483
```

Per-atom Mulliken charges, elementary charge units: Ta 0.8351; S -0.0858; S -0.4129; Si -2.5141; O -0.6665; O -0.6703; O 0.6758; O -0.3082; O -0.5286; N 0.1665; N -0.7282; N -0.0245; C -0.7027; C -0.4142; C -0.3980; C 0.7149; C -0.9700; C 3.3857; C -0.6040; C -0.9687; C -1.8417; C -1.9290; C 2.7229; C -1.8888; C 0.5312; C 0.1171; C -0.1997; C 0.5205; C -1.8070; C 0.3972; C 1.1347; C -0.7594; C -0.1596; C -1.7680; C -1.7824; C 0.8604; C 3.0900; C 0.3741; C -0.7676; C -0.2992; C -1.8213; C -0.9031; C -1.9800; C -0.3146; C -1.5856; C -1.3200; C -1.6055; H 0.5918; H 0.3694; H 0.3361; H 0.3344; H 0.3128; H 0.5827; H 0.4491; H 0.1799; H 0.2947; H 0.3213; H 0.4496; H 0.4129; H 0.5937; H 0.4716; H 0.5712; H 0.5936; H 0.4388; H 0.2806; H 0.4095; H 0.3977; H 0.3840; H 0.3885; H 0.5582; H 0.4954; H 0.4477; H 0.5419; H 0.5894; H 0.4022; H 0.4044; H 0.4599; H 0.1798; H 0.3039; H 0.4014; H 0.4570; H 0.5567; H -0.1277; H 0.2586; H 0.3123; H 0.6316; H 0.2845; H 0.3862; H 0.2915; H 0.3277; H -0.1234

=====

two) A molecular structure, C35H44N3O5S2SiTa. Source: OMol25; level of theory: ωB97M-V with the def2-TZVPD basis set.

## Properties
E_HOMO (eV): -8.02
LUMO (Ha): -0.058

```
91
C35H44N3O5S2SiTa | OMol25 | ωB97M-V with the def2-TZVPD basis set
Ta 0.250 0.372 0.154
S -2.724 -1.439 3.410
S -1.995 -0.156 0.903
Si -1.350 2.274 -1.050
O 7.451 0.115 0.031
O 0.620 -0.691 -1.403
O 0.708 1.093 1.899
O 7.064 0.535 2.232
O 2.118 1.140 3.654
N 0.338 -1.662 1.047
N 2.519 0.549 0.220
N -0.419 -1.931 2.186
C -0.848 -4.903 4.043
C -4.020 1.246 -1.614
C 6.774 0.370 1.039
C -2.169 0.153 -2.821
C -3.038 -4.640 3.110
C 2.896 -2.844 -3.190
C -3.015 4.568 -0.607
C 1.465 -1.711 -1.635
C -1.527 -1.290 2.172
C 0.117 3.133 -2.028
C 1.888 -2.539 -0.585
C 4.332 0.700 1.777
C 5.250 0.473 0.751
C 1.936 -1.887 -2.932
C -2.913 2.436 -3.470
C 1.315 3.387 -1.098
C 3.381 -3.642 -2.157
C -2.053 -2.749 4.466
C -0.250 4.493 -2.645
C 3.406 0.387 -0.774
C 1.579 -3.659 1.680
C 2.996 0.737 1.469
C 4.763 0.346 -0.544
C -3.065 2.906 1.232
C -2.160 3.549 0.169
C -2.964 -5.916 2.575
C 0.628 2.240 -3.173
C -2.654 1.505 -2.272
C 2.869 -3.499 -0.885
C 1.933 1.014 2.486
C -1.094 4.337 0.949
C 1.245 -2.546 0.737
C -0.772 -6.183 3.512
C -1.976 -4.119 3.845
C -1.828 -6.691 2.773
H -0.110 2.118 -3.964
H -3.565 3.709 1.785
H -0.461 5.239 -1.880
H -0.023 -4.511 4.629
H 4.150 -4.377 -2.348
H 0.113 -6.785 3.680
H -0.381 3.686 1.462
H -1.104 4.446 -3.319
H 0.606 4.859 -3.223
H -3.355 5.341 0.091
H -3.966 0.570 -0.762
H 1.119 4.143 -0.342
H -1.595 4.935 1.717
H -0.544 5.032 0.316
H -3.905 4.120 -1.046
H -2.756 -2.743 5.303
H 2.170 3.725 -1.693
H 0.918 1.240 -2.845
H -2.890 -0.207 -3.563
H 1.263 -4.619 1.271
H -4.513 2.162 -1.292
H 2.659 -3.687 1.826
H 3.236 -4.147 -0.103
H 4.689 0.844 2.789
H 2.995 0.295 -1.771
H -3.707 2.000 -4.086
H 1.660 2.493 -0.566
H -4.670 0.774 -2.358
H -2.487 2.323 1.950
H -2.467 5.069 -1.404
H 3.277 -2.962 -4.195
H -1.081 -2.433 4.841
H -2.040 2.552 -4.110
H -1.194 0.208 -3.307
H -2.107 -0.600 -2.033
H -3.796 -6.309 2.005
H 1.511 2.707 -3.622
H 1.088 -3.502 2.631
H 1.556 -1.239 -3.711
H 5.478 0.200 -1.344
H -3.837 2.260 0.818
H -3.246 3.428 -3.166
H -3.923 -4.036 2.946
H -1.772 -7.688 2.355
```

Per-atom Mulliken charges, elementary charge units: Ta 1.5297; S -0.0912; S -0.3835; Si -2.2620; O -0.7123; O -0.1089; O -0.7056; O -0.7009; O -0.6006; N 0.1457; N 0.5070; N -0.8692; C -0.4017; C -1.9093; C 0.4121; C -1.6590; C -0.2892; C -0.6767; C -1.7680; C 0.6445; C 0.1724; C 2.6511; C 0.3904; C -0.8103; C 0.1369; C -0.5158; C -1.7901; C -1.7213; C -1.1275; C -1.1088; C -1.9705; C -0.2464; C -1.8326; C 0.7080; C -1.1283; C -1.9418; C 3.1513; C -0.6113; C -2.0393; C 2.9342; C -0.8679; C -0.1080; C -1.9521; C 1.3928; C -0.5080; C 0.7129; C -0.4528; H 0.3384; H 0.6135; H 0.3869; H 0.3492; H 0.4388; H 0.4174; H 0.2314; H 0.3246; H 0.5730; H 0.6133; H 0.2415; H 0.2429; H 0.6332; H 0.3594; H 0.2872; H 0.4510; H 0.5421; H 0.2179; H 0.6543; H 0.4350; H 0.3501; H 0.5171; H 0.4101; H 0.6732; H 0.6145; H 0.5730; H 0.3283; H 0.5966; H 0.3500; H 0.2900; H 0.4575; H 0.3807; H 0.3500; H 0.2494; H 0.1913; H 0.4011; H 0.5938; H 0.2883; H 0.4548; H 0.5605; H 0.3427; H 0.2799; H 0.3796; H 0.3981

=====

Which structure is most stable? two), by 84.8 kcal/mol over the runner-up.

=====

one) 4 unconnected molecules or ions with the total composition C4H16O3. Source: OMol25; level of theory: ωB97M-V with the def2-TZVPD basis set.

## Properties
SMILES: CCCC.O.O.O
E_HOMO (eV): -11.04
LUMO (Ha): 0.020

```
23
C4H16O3 | OMol25 | ωB97M-V with the def2-TZVPD basis set
O 2.348 2.047 0.791
O 3.255 -0.530 -0.232
O -4.014 0.515 -0.070
C -0.309 -0.765 0.611
C -0.592 -0.482 -0.865
C -1.079 -1.986 1.157
C 0.090 0.802 -1.374
H -1.720 -1.711 1.987
H -4.480 1.354 0.015
H -3.102 0.781 -0.224
H 4.122 -0.193 0.030
H -0.602 1.374 -1.990
H 3.173 -0.280 -1.159
H 0.938 0.611 -2.023
H -0.138 -1.339 -1.372
H -0.582 0.122 1.192
H 1.727 1.953 1.519
H 0.370 1.431 -0.529
H 2.444 1.186 0.359
H -1.490 -2.581 0.348
H -0.341 -2.648 1.626
H -1.662 -0.487 -1.043
H 0.765 -0.856 0.800
```

Per-atom natural (NBO) charges, elementary charge units: O -0.9660; O -0.9413; O -0.9329; C -0.3966; C -0.4018; C -0.6211; C -0.6224; H 0.2176; H 0.4677; H 0.4660; H 0.4817; H 0.2082; H 0.4765; H 0.1965; H 0.1984; H 0.1787; H 0.4694; H 0.2185; H 0.4858; H 0.2109; H 0.2053; H 0.1940; H 0.2069

=====

two) 4 unconnected molecules or ions with the total composition C4H16O3. Source: OMol25; level of theory: ωB97M-V with the def2-TZVPD basis set.

## Properties
SMILES: CCCC.O.O.O
E_HOMO (eV): -10.48
LUMO (Ha): 0.028

```
23
C4H16O3 | OMol25 | ωB97M-V with the def2-TZVPD basis set
O 4.962 -0.673 1.193
O -4.295 2.832 3.955
O 0.156 -3.444 -0.220
C 0.595 0.228 -1.491
C 0.774 -0.694 -2.692
C -1.021 1.523 0.202
C -0.760 0.253 -0.721
H -1.677 0.051 -1.358
H 0.034 1.525 0.785
H -0.715 -3.408 0.273
H -0.857 -0.608 -0.114
H -0.197 -0.966 -3.343
H -4.771 3.509 4.340
H 0.908 1.311 -1.599
H -0.923 2.452 -0.375
H -3.787 2.421 4.670
H -0.201 -3.837 -1.010
H 5.621 -1.196 1.734
H 4.201 -0.597 1.763
H 1.191 -1.712 -2.540
H -2.014 1.493 0.743
H 1.488 -0.246 -3.461
H 1.289 -0.217 -0.735
```

Per-atom natural (NBO) charges, elementary charge units: O -0.9364; O -0.9312; O -0.9236; C -0.4278; C -0.6178; C -0.6167; C -0.3899; H 0.1837; H 0.1982; H 0.4629; H 0.1920; H 0.1960; H 0.4631; H 0.2047; H 0.2017; H 0.4684; H 0.4623; H 0.4689; H 0.4677; H 0.2176; H 0.2282; H 0.2160; H 0.2119

=====

three) 4 unconnected molecules or ions with the total composition C4H16O3. Source: OMol25; level of theory: ωB97M-V with the def2-TZVPD basis set.

## Properties
SMILES: CCCC.O.O.O
E_HOMO (eV): -11.07
LUMO (Ha): 0.017

```
23
C4H16O3 | OMol25 | ωB97M-V with the def2-TZVPD basis set
O 1.643 -2.991 -1.230
O 1.216 -1.341 1.676
O 2.815 -0.285 -0.632
C -0.602 1.270 -0.009
C -0.636 2.469 -0.964
C -1.900 0.459 -0.002
C -2.043 -0.343 1.272
H 1.018 -1.313 0.730
H 2.576 0.094 0.226
H -2.342 0.242 2.140
H -1.160 -0.907 1.579
H 3.747 -0.507 -0.512
H -1.954 -0.207 -0.869
H -0.371 1.616 0.999
H 1.734 -2.149 1.771
H -1.545 3.065 -0.847
H 2.187 -2.198 -1.148
H -2.735 1.166 -0.083
H -2.814 -1.121 1.209
H 0.210 0.640 -0.393
H -0.548 2.147 -2.002
H 0.212 3.124 -0.783
H 1.292 -2.929 -2.129
```

Per-atom natural (NBO) charges, elementary charge units: O -0.9614; O -0.9519; O -0.9606; C -0.3923; C -0.6013; C -0.4008; C -0.6196; H 0.4794; H 0.4925; H 0.2018; H 0.2241; H 0.4762; H 0.1974; H 0.1991; H 0.4752; H 0.1986; H 0.4842; H 0.1931; H 0.2042; H 0.1856; H 0.2012; H 0.2053; H 0.4699

=====

Which structure is most stable? three), by 9.7 kcal/mol over the runner-up.

=====

one) C4H5O2P in the gas phase. Source: OMol25; level of theory: ωB97M-V with the def2-TZVPD basis set.

## Properties
SMILES: O=C1C=C[P@H](=O)C1
E_HOMO (eV): -10.11
LUMO (Ha): -0.014

```
12
C4H5O2P | OMol25 | ωB97M-V with the def2-TZVPD basis set
P -1.059 0.236 -0.588
O -1.500 0.489 -1.937
O 2.141 0.632 1.376
C 1.215 0.312 0.666
C -0.343 -1.347 -0.201
C 0.415 1.196 -0.223
C 0.675 -1.128 0.627
H 0.895 1.573 -1.240
H -0.651 -2.390 -0.409
H 0.315 2.177 0.279
H -1.966 0.522 0.360
H 1.142 -2.018 1.004
```

Per-atom natural (NBO) charges, elementary charge units: P 1.7667; O -1.0815; O -0.4998; C 0.5410; C -0.5356; C -0.9190; C -0.2448; H 0.3099; H 0.2565; H 0.2843; H -0.1079; H 0.2302

=====

two) C4H5O2P in the gas phase. Source: OMol25; level of theory: ωB97M-V with the def2-TZVPD basis set.

## Properties
SMILES: O=C=C/C=C\PO
E_HOMO (eV): -8.49
LUMO (Ha): 0.024

```
12
C4H5O2P | OMol25 | ωB97M-V with the def2-TZVPD basis set
P -0.397 1.030 1.040
O -1.573 0.143 1.905
O 3.727 -0.434 -3.038
C 0.895 -0.627 -1.081
C 2.123 0.094 -1.245
C -0.079 -0.316 -0.243
C 2.973 -0.205 -2.188
H -1.000 -1.036 -0.089
H -1.136 -0.002 2.688
H -1.489 1.647 0.422
H 0.936 -1.539 -1.754
H 2.679 0.820 -0.510
```

Per-atom natural (NBO) charges, elementary charge units: P 0.8050; O -0.9457; O -0.4386; C -0.1874; C -0.5773; C -0.5436; C 0.7433; H 0.2389; H 0.4687; H -0.0597; H 0.2191; H 0.2772

=====

Which structure is most stable? one), by 35.5 kcal/mol over the runner-up.

=====

one) 2 unconnected molecules or ions with the total composition C5H12O2. Source: OMol25; level of theory: ωB97M-V with the def2-TZVPD basis set.

## Properties
SMILES: OCCCO.C=C
E_HOMO (eV): -9.81
LUMO (Ha): 0.034

```
19
C5H12O2 | OMol25 | ωB97M-V with the def2-TZVPD basis set
O -0.515 0.093 1.764
O 2.885 1.497 0.137
C 1.177 -0.139 -0.018
C -2.115 -1.693 -0.379
C -2.968 -0.739 -0.016
C 0.195 0.755 0.742
C 2.171 0.707 -0.799
H -3.638 -0.864 0.832
H 1.629 1.342 -1.519
H -1.437 -1.559 -1.219
H 3.395 2.157 -0.344
H -3.016 0.213 -0.539
H -2.043 -2.636 0.157
H 0.657 -0.812 -0.713
H -0.490 1.235 0.020
H 1.716 -0.766 0.701
H 2.855 0.063 -1.373
H 0.769 1.547 1.226
H -1.227 -0.403 1.340
```

Per-atom natural (NBO) charges, elementary charge units: O -0.7296; O -0.7264; C -0.4440; C -0.3908; C -0.4059; C -0.0670; C -0.0600; H 0.2047; H 0.1527; H 0.1969; H 0.4701; H 0.2021; H 0.2037; H 0.1945; H 0.1451; H 0.2170; H 0.1637; H 0.1969; H 0.4763

=====

two) C5H12O2 in the gas phase. Source: OMol25; level of theory: ωB97M-V with the def2-TZVPD basis set.

## Properties
SMILES: CC[C@@H](O)CCO
E_HOMO (eV): -10.01
LUMO (Ha): 0.027

```
19
C5H12O2 | OMol25 | ωB97M-V with the def2-TZVPD basis set
O -1.625 -1.624 0.587
O 0.983 -0.491 0.991
C -0.283 1.287 0.063
C 0.611 0.094 -0.263
C 0.416 2.337 0.922
C -0.753 -2.074 -0.425
C -0.076 -0.934 -1.188
H -1.189 0.915 0.557
H 0.748 1.905 1.870
H 1.298 2.739 0.408
H 1.681 -1.138 0.830
H -0.607 1.732 -0.886
H 0.014 -2.744 -0.005
H -1.047 -1.240 1.262
H -0.254 3.175 1.140
H -0.822 -0.414 -1.800
H 0.653 -1.374 -1.883
H -1.351 -2.675 -1.118
H 1.519 0.477 -0.756
```

Per-atom natural (NBO) charges, elementary charge units: O -0.7253; O -0.7450; C -0.4167; C 0.0982; C -0.6093; C -0.0571; C -0.4561; H 0.2146; H 0.2182; H 0.1983; H 0.4730; H 0.2041; H 0.1495; H 0.4794; H 0.2103; H 0.2126; H 0.2054; H 0.1830; H 0.1627

=====

three) C5H12O2 in the gas phase. Source: OMol25; level of theory: ωB97M-V with the def2-TZVPD basis set.

## Properties
SMILES: CC[C@@H](O)CCO
E_HOMO (eV): -9.95
LUMO (Ha): 0.026

```
19
C5H12O2 | OMol25 | ωB97M-V with the def2-TZVPD basis set
O 0.443 0.379 1.549
O -2.770 0.514 0.764
C 0.214 -0.120 0.247
C 2.624 -0.509 0.427
C -0.828 0.630 -0.604
C 1.648 -0.146 -0.642
C -2.255 0.116 -0.497
H 3.607 -0.038 0.446
H -2.870 0.506 -1.323
H 1.846 0.857 -1.054
H -0.814 1.712 -0.403
H 1.440 -0.858 -1.453
H 2.054 -0.037 1.276
H -0.592 0.190 1.512
H 2.679 -1.593 0.585
H -0.043 -1.189 0.374
H -0.490 0.481 -1.634
H -2.245 -0.983 -0.582
H -3.622 0.080 0.900
```

Per-atom natural (NBO) charges, elementary charge units: O -0.7184; O -0.7351; C 0.0563; C -0.6589; C -0.4651; C -0.3992; C -0.0627; H 0.2109; H 0.1666; H 0.2006; H 0.2301; H 0.1958; H 0.2584; H 0.5107; H 0.2021; H 0.1527; H 0.2215; H 0.1575; H 0.4762

=====

Which structure is most stable? two), by 28.5 kcal/mol over the runner-up.